# 1
65
Properties=species:S:1:pos:R:3:nbo_charge:R:1 method="wB97M-V/def2-TZVPD" smiles=COC[C@H](C)N.CO.CO.CO.CO.CO.CO.CO.CO de_lowest_kcal_mol=120.6 charge=0 largest_force_ev_per_a=2.8 lumo_energy_ev=0.20
C -1.595 2.145 4.319 -0.254
O -2.345 1.071 4.764 -0.541
C -3.338 1.629 5.598 -0.084
C -4.348 0.543 5.974 -0.078
C -5.357 0.848 7.090 -0.617
N -3.663 -0.727 6.349 -0.796
H -1.167 2.724 5.138 0.168
H -2.035 2.774 3.546 0.176
H -0.741 1.642 3.866 0.190
H -2.861 1.993 6.508 0.153
H -3.828 2.501 5.164 0.175
H -4.896 0.380 5.046 0.182
H -6.212 0.172 7.111 0.226
H -5.914 1.755 6.857 0.205
H -4.883 0.854 8.071 0.204
H -3.008 -0.631 5.586 0.362
H -3.082 -0.447 7.127 0.328
C 3.014 -2.661 4.475 -0.238
O 4.182 -3.325 4.111 -0.730
H 3.246 -2.045 5.344 0.158
H 2.782 -1.950 3.682 0.154
H 2.147 -3.309 4.608 0.187
H 4.903 -2.725 3.910 0.469
C 5.047 -5.529 -2.602 -0.237
O 4.439 -4.361 -3.047 -0.735
H 4.614 -5.749 -1.626 0.163
H 4.806 -6.301 -3.332 0.160
H 6.125 -5.405 -2.498 0.179
H 3.508 -4.320 -2.816 0.470
C -0.069 1.360 -9.090 -0.245
O -0.939 2.155 -8.354 -0.715
H 0.908 1.778 -9.335 0.158
H 0.284 0.522 -8.488 0.154
H -0.626 0.972 -9.943 0.179
H -0.718 2.051 -7.425 0.469
C -5.577 -1.241 -1.395 -0.258
O -5.130 0.102 -1.469 -0.728
H -6.635 -1.311 -1.143 0.182
H -5.689 -1.542 -2.436 0.163
H -4.979 -1.923 -0.790 0.170
H -4.287 0.151 -1.926 0.469
C 0.856 1.052 -2.825 -0.250
O -0.225 1.864 -3.220 -0.714
H 0.740 0.713 -1.796 0.164
H 0.857 0.214 -3.521 0.179
H 1.790 1.598 -2.960 0.161
H -0.082 2.650 -2.688 0.461
C 0.232 8.414 -1.578 -0.242
O -0.613 7.286 -1.337 -0.743
H -0.046 8.797 -2.560 0.163
H 0.060 9.215 -0.859 0.163
H 1.289 8.149 -1.587 0.186
H -1.543 7.485 -1.209 0.473
C -1.128 -5.737 -0.286 -0.239
O -1.041 -5.076 -1.515 -0.734
H -0.303 -6.442 -0.180 0.156
H -1.030 -5.038 0.545 0.186
H -2.077 -6.272 -0.313 0.164
H -1.177 -5.655 -2.269 0.468
C 8.140 0.642 -2.838 -0.239
O 7.404 -0.145 -1.936 -0.732
H 8.658 1.382 -2.229 0.185
H 8.804 0.039 -3.458 0.159
H 7.446 1.093 -3.548 0.157
H 6.911 -0.851 -2.360 0.469



# 2
35
Properties=species:S:1:pos:R:3:nbo_charge:R:1 method="wB97M-V/def2-TZVPD" de_lowest_kcal_mol=21.8 charge=+2 largest_force_ev_per_a=11.0 lumo_energy_ev="-11.20 / -10.54"
C -0.280 2.985 -0.561 0.033
N -0.088 1.711 -0.995 -0.575
N 0.072 1.758 -2.357 -0.321
C -0.013 3.036 -2.773 0.059
C -0.239 3.861 -1.665 -0.304
B 0.235 0.481 -3.261 0.519
N 1.394 -0.391 -2.713 -0.334
N 1.486 -0.701 -1.388 -0.513
C 2.584 -1.477 -1.229 -0.002
C 3.207 -1.667 -2.485 -0.304
C 2.417 -0.955 -3.391 0.034
Zn -0.001 0.101 -0.091 1.705
N -1.080 -0.330 -3.339 -0.240
N -1.689 -0.832 -2.221 -0.248
C -2.837 -1.402 -2.655 0.006
C -2.967 -1.266 -4.073 0.019
C -1.812 -0.573 -4.455 0.086
H -3.504 -1.878 -1.962 0.260
H -1.468 -0.247 -5.427 0.279
H -3.761 -1.622 -4.704 0.276
H 0.519 0.872 -4.366 0.008
H 2.508 -0.809 -4.458 0.252
H 0.086 3.267 -3.824 0.257
H 4.105 -2.230 -2.693 0.272
H -0.354 4.933 -1.654 0.276
H 2.866 -1.832 -0.252 0.231
H -0.426 3.177 0.491 0.246
H -0.833 -1.551 -0.299 0.248
C -0.247 -1.720 0.646 -0.761
H 0.564 -2.338 0.531 0.264
H 0.446 -0.642 1.298 0.287
H -0.883 -1.802 1.489 0.255
O -0.001 0.000 4.508 -0.365
C 0.005 -0.005 3.306 0.865
N -0.011 0.087 2.153 -0.769



Number 1: calculated total energy -33052.536 eV. Number 2: calculated total energy -73186.011 eV.